# 1
{"formula": "C42H75Cl44FN4O2S", "method": "wB97M-V/def2-TZVPD", "charge": 0, "gap_ev": 8.138, "homo_energy_ha": -0.299, "symbols": ["C", "O", "C", "C", "C", "C", "C", "C", "C", "C", "N", "C", "C", "C", "C", "C", "N", "C", "C", "C", "O", "C", "F", "C", "N", "S", "N", "C", "H", "H", "H", "H", "H", "H", "H", "H", "H", "H", "H", "H", "H", "H", "H", "H", "H", "H", "H", "H", "H", "H", "H", "H", "H", "H", "H", "H", "H", "H", "H", "C", "Cl", "Cl", "H", "H", "C", "Cl", "Cl", "H", "H", "C", "Cl", "Cl", "H", "H", "C", "Cl", "Cl", "H", "H", "C", "Cl", "Cl", "H", "H", "C", "Cl", "Cl", "H", "H", "C", "Cl", "Cl", "H", "H", "C", "Cl", "Cl", "H", "H", "C", "Cl", "Cl", "H", "H", "C", "Cl", "Cl", "H", "H", "C", "Cl", "Cl", "H", "H", "C", "Cl", "Cl", "H", "H", "C", "Cl", "Cl", "H", "H", "C", "Cl", "Cl", "H", "H", "C", "Cl", "Cl", "H", "H", "C", "Cl", "Cl", "H", "H", "C", "Cl", "Cl", "H", "H", "C", "Cl", "Cl", "H", "H", "C", "Cl", "Cl", "H", "H", "C", "Cl", "Cl", "H", "H", "C", "Cl", "Cl", "H", "H", "C", "Cl", "Cl", "H", "H"], "coordinates": [[5.36660, -2.50162, -1.43620], [4.64578, -1.68993, -2.35417], [3.25934, -1.67938, -2.06552], [2.71184, -0.32226, -1.59695], [1.35095, -0.12819, -1.37024], [0.40594, -1.31436, -1.60966], [-0.89138, -1.00435, -2.40447], [-1.53270, -2.27146, -3.05113], [-1.10136, -2.43958, -4.55065], [-1.49760, -3.88578, -4.98772], [-0.54450, -4.83227, -4.33108], [0.87238, 1.20030, -0.86860], [-0.60634, 1.48111, -0.55091], [-1.02609, 0.72305, 0.77306], [-2.47030, 0.12598, 0.72985], [-2.50813, -1.21310, 1.52546], [-1.78956, -2.32229, 0.83027], [-0.69139, -2.87847, 1.64826], [-2.66563, -3.36756, 0.39604], [-2.44832, -4.86358, 0.76424], [-3.59663, -3.07443, -0.33191], [1.72433, 2.25071, -0.63354], [1.25850, 3.45069, -0.19277], [3.15298, 2.15196, -0.83615], [4.07053, 3.05788, -0.61563], [5.50457, 2.33335, -0.99532], [4.91574, 0.87608, -1.41761], [3.58622, 0.81334, -1.32770], [6.42553, -2.61245, -1.73504], [5.34904, -2.09922, -0.40136], [4.93380, -3.52783, -1.40067], [3.08541, -2.39154, -1.22330], [2.72062, -2.10238, -2.93849], [0.91001, -2.14606, -2.14463], [0.16722, -1.73169, -0.60806], [-1.63838, -0.65046, -1.66954], [-0.78683, -0.18890, -3.14624], [-2.62751, -2.07709, -3.07500], [-1.39933, -3.18360, -2.44379], [-1.64311, -1.65459, -5.11368], [-0.00206, -2.28382, -4.57581], [-1.51179, -4.01529, -6.08347], [-2.48125, -4.08938, -4.51739], [-1.04186, -5.34598, -3.60473], [0.16481, -4.30800, -3.82188], [-1.28466, 1.27977, -1.39497], [-0.71855, 2.56052, -0.33396], [-0.27106, -0.06465, 0.94196], [-0.98845, 1.47134, 1.58900], [-2.89464, 0.02834, -0.28243], [-3.12071, 0.82166, 1.30314], [-3.56707, -1.49529, 1.66575], [-2.00602, -1.07617, 2.50400], [0.03796, -2.09980, 1.94941], [-1.04473, -3.37382, 2.57085], [-0.10564, -3.61259, 1.05875], [-1.50599, -5.26920, 0.34079], [-3.25447, -5.48094, 0.33268], [-2.38781, -5.02518, 1.86773], [-3.71129, -2.67770, 5.12852], [-4.27963, -1.18585, 4.38320], [-3.26321, -3.83404, 3.87108], [-2.83912, -2.46587, 5.73904], [-4.50176, -3.09376, 5.74631], [6.02097, 5.94395, 0.46546], [6.21367, 5.70872, 2.20739], [6.71402, 4.59432, -0.44879], [4.96121, 6.01095, 0.23447], [6.52906, 6.86576, 0.17139], [-7.27439, -4.42181, 5.07533], [-7.15810, -3.34591, 6.47696], [-6.21155, -5.82490, 5.24385], [-8.29747, -4.76620, 4.98143], [-6.98404, -3.86012, 4.18862], [2.88601, 1.92889, -5.05787], [3.33416, 3.53626, -5.65547], [2.41215, 1.97707, -3.35542], [2.05240, 1.55749, -5.64642], [3.73988, 1.26614, -5.16487], [8.37593, 8.81276, -1.20809], [9.10926, 10.00918, -0.13883], [6.63944, 8.64877, -0.89521], [8.51652, 9.12586, -2.23723], [8.85269, 7.85124, -1.04317], [5.46947, 12.05860, -0.47810], [6.23582, 13.19971, -1.59049], [5.49274, 12.66038, 1.18364], [4.43854, 11.91025, -0.78308], [6.00908, 11.11833, -0.51717], [-5.63218, -9.95354, 5.59191], [-4.56719, -8.86397, 4.69713], [-7.27238, -9.94277, 4.93280], [-5.23555, -10.96135, 5.52806], [-5.66891, -9.63385, 6.62814], [-1.25259, -8.69261, -4.22850], [0.24596, -9.62375, -4.12297], [-1.45453, -7.63572, -2.82853], [-1.22418, -8.08259, -5.12597], [-2.09045, -9.38044, -4.27226], [9.21955, -1.50214, -0.99589], [8.76512, -2.74587, -2.17302], [8.11375, -0.12638, -1.05506], [9.19045, -1.93256, -0.00235], [10.22294, -1.15873, -1.22264], [11.19058, -0.77688, -4.50328], [11.43804, 0.31385, -3.13322], [12.28587, -2.16144, -4.43346], [10.16697, -1.13791, -4.48134], [11.37319, -0.23033, -5.42254], [0.11202, 5.67480, -5.42657], [-0.93464, 5.98335, -6.82056], [-0.30821, 4.16220, -4.62363], [1.14126, 5.61744, -5.76615], [-0.00009, 6.48957, -4.71797], [-6.59043, -1.87398, 9.88104], [-6.71715, -0.13780, 10.18528], [-4.92529, -2.35030, 9.52677], [-6.92716, -2.40988, 10.76220], [-7.21580, -2.12737, 9.03141], [-3.76632, 8.61420, -5.77185], [-3.31451, 10.22660, -6.33955], [-4.22681, 8.63379, -4.06646], [-4.60803, 8.25902, -6.35767], [-2.91908, 7.94718, -5.89782], [-8.11917, -1.42940, 2.38858], [-6.63427, -2.37740, 2.57368], [-8.39368, -0.35987, 3.76959], [-8.03888, -0.82946, 1.48768], [-8.95910, -2.11073, 2.30801], [-11.55104, -4.39482, 4.15531], [-10.95839, -4.00619, 2.53510], [-10.61283, -3.57148, 5.40777], [-12.58749, -4.08378, 4.23283], [-11.47304, -5.46644, 4.30711], [-1.98464, 8.70916, -0.38040], [-2.56159, 10.20214, -1.13633], [-1.59682, 7.47360, -1.58914], [-1.09071, 8.92923, 0.19437], [-2.76664, 8.33095, 0.27303], [-4.34374, 4.84946, -3.04921], [-4.26833, 5.38531, -4.73152], [-3.74106, 3.19884, -2.86634], [-3.73519, 5.51415, -2.44296], [-5.37602, 4.88518, -2.71659], [2.55558, -10.83210, -1.17738], [4.05357, -11.76455, -1.06758], [2.35110, -9.77203, 0.22218], [2.58541, -10.22464, -2.07580], [1.71695, -11.51892, -1.22258], [8.57998, -4.30944, 2.22290], [9.78720, -4.27572, 0.93265], [7.07789, -3.52574, 1.71561], [8.36814, -5.34218, 2.47979], [8.97527, -3.78538, 3.08707], [9.04566, -1.31403, 5.58919], [9.03661, -0.76651, 3.90985], [9.68772, -2.95667, 5.73369], [9.66704, -0.64325, 6.17315], [8.02869, -1.30132, 5.96699], [-5.34218, 9.91987, 1.77748], [-5.15615, 10.99359, 3.16620], [-4.30733, 8.49024, 1.92198], [-6.37631, 9.59727, 1.71824], [-5.06768, 10.45897, 0.87618], [-5.90875, 2.72975, 3.08640], [-5.76530, 3.30026, 1.41772], [-5.31683, 1.07426, 3.25641], [-5.32426, 3.37864, 3.73038], [-6.95393, 2.75870, 3.37897]]}

***

# 2
{"formula": "C10H18N4O4S", "method": "wB97M-V/def2-TZVPD", "charge": 0, "relative_energy_kcal_mol": 22.86, "gap_ev": 10.073, "smiles": "CNC(=O)[C@H](CS)NC(=O)[C@@H](CC(N)=O)NC(C)=O", "homo_energy_ha": -0.349, "symbols": ["O", "O", "O", "O", "S", "C", "C", "C", "C", "N", "N", "N", "N", "C", "C", "C", "C", "C", "C", "H", "H", "H", "H", "H", "H", "H", "H", "H", "H", "H", "H", "H", "H", "H", "H", "H", "H"], "coordinates": [[1.08705, -1.14996, -2.40298], [0.18193, 4.09091, -2.20049], [1.45320, -0.50353, 2.14836], [-1.86961, 1.03133, -0.01798], [-2.06680, -3.63744, 2.05343], [1.50635, 0.05371, -2.52209], [-0.59483, 3.46991, -1.55526], [0.42461, -1.12067, 2.31287], [-0.96072, 0.42661, -0.64988], [-0.88372, 3.76270, -0.28769], [0.04971, -1.68225, 3.52240], [-0.25430, -0.55868, -0.08423], [0.75756, 1.11134, -2.21809], [2.91257, 0.25104, -2.83924], [0.67381, -1.48260, 4.82625], [-1.14155, -2.71056, 0.73943], [-1.28968, 2.33512, -2.35692], [-0.66765, -1.25625, 1.12290], [-0.65457, 0.98014, -2.09936], [-2.23934, -4.78516, 1.34274], [-1.48613, 3.09872, 0.21359], [-0.14631, 4.38423, 0.09509], [-0.78470, -2.23915, 3.39670], [0.45048, -0.94954, -0.61978], [1.17037, 2.00471, -2.30916], [3.12163, 1.20556, -3.38144], [3.45475, -0.49722, -3.34437], [3.51508, 0.21092, -1.94369], [1.75883, -1.65601, 4.75493], [0.24226, -2.03728, 5.59675], [0.41394, -0.41608, 5.15511], [-0.26164, -3.28947, 0.56329], [-1.76903, -2.60196, -0.16976], [-2.33458, 2.23374, -2.09137], [-1.18392, 2.58767, -3.43239], [-1.62143, -0.87431, 1.45897], [-0.96364, 0.20976, -2.77665]]}

***

# 3
{"formula": "C5H7N3O", "method": "wB97M-V/def2-TZVPD", "charge": 0, "relative_energy_kcal_mol": 63.65, "gap_ev": 9.470, "smiles": "C=C1CN(N)C=NC1=O", "homo_energy_ha": -0.334, "symbols": ["C", "N", "C", "C", "N", "C", "C", "N", "O", "H", "H", "H", "H", "H", "H", "H"], "coordinates": [[-0.26933, -0.94566, 0.09135], [0.89076, -0.20759, 0.58942], [-0.06616, 1.01671, -1.24745], [-1.07392, 0.03738, -0.71930], [1.89728, -1.03044, 1.12691], [0.84840, 1.17739, 0.81217], [-2.36978, 0.01856, -0.96478], [0.44016, 1.91500, -0.13600], [0.11925, 1.29604, -2.40386], [1.84760, -1.04538, 2.14541], [2.81965, -0.67256, 0.88809], [0.08716, -1.75766, -0.56289], [-0.83765, -1.38960, 0.91316], [1.50193, 1.55132, 1.60017], [-3.02062, -0.71360, -0.51723], [-2.81474, 0.75009, -1.61519]]}

***

# 4
{"formula": "C4H9NOS", "method": "wB97M-V/def2-TZVPD", "charge": 0, "relative_energy_kcal_mol": 105.41, "gap_ev": [9.262, 9.261], "smiles": "CN=S(=O)=C(C)C", "homo_energy_ha": [-0.317, -0.317], "symbols": ["C", "C", "C", "C", "N", "O", "S", "H", "H", "H", "H", "H", "H", "H", "H", "H"], "coordinates": [[-0.20764, -0.50488, -0.59421], [-0.42784, -1.86780, 0.04191], [-1.33070, 0.43050, -0.98309], [0.79788, 1.61037, 1.17555], [1.11272, 0.25427, 0.76003], [2.34805, -1.18339, -1.02811], [1.51151, -0.01714, -0.90894], [-0.60139, -2.58953, -0.68543], [-1.09063, -1.71055, 0.88680], [0.53326, -2.28017, 0.32881], [-0.84254, 1.29712, -1.32763], [-1.94981, 0.74245, -0.19740], [-2.15585, -0.14386, -1.50111], [0.24846, 2.30853, 0.48991], [0.25944, 1.55870, 2.09880], [1.79508, 2.09538, 1.44412]]}